DFT (ωB97M-V with the def2-TZVPD basis set) results for a molecular structure, C38H46Cl2N4O7S3V.

Computed properties:
<S²>: 0.77
Total charge: +2
Energy above the lowest of the compared OMol25 structures with the same formula, charge and spin in kcal per mole: 0.00
Multiplicity: 2
M in g/mol: 888.86
F_max in eV Å⁻¹: 0.52

Atoms and positions in Å:
V: -1.6352 0.6001 0.0410
Cl: -1.1509 4.2759 -6.5817
Cl: -3.8550 1.1345 -3.1818
S: 0.3986 -0.6482 -0.0077
S: 0.7991 0.9682 2.8043
S: -2.5509 -1.3171 -0.9657
O: -2.0549 0.3228 1.7334
O: -3.6952 1.4569 -0.0047
O: 1.0436 2.5075 -0.9734
O: -1.4571 1.4640 -1.4583
O: -1.8757 2.8724 1.3295
O: -5.0489 3.2225 -0.1656
O: -3.5265 0.5292 3.4023
N: -1.6698 -3.7531 -0.6977
N: 2.9485 -0.0455 -0.1832
N: 2.7899 2.1603 1.4917
N: -2.1815 -2.6646 1.3223
C: -1.8739 -5.1922 -0.4182
C: -0.2465 2.8642 -2.9603
C: -3.3053 -5.6473 -0.6790
C: -2.0881 -2.7049 0.0116
C: 3.5274 0.9083 -5.0469
C: 2.2050 0.3634 -3.1129
C: -1.2400 3.4567 -5.0734
C: -2.4856 -4.6220 2.9059
C: -2.4446 2.0593 -3.5367
C: 2.8935 3.2604 2.4679
C: 0.9309 2.9878 -2.0770
C: 1.8473 1.2294 1.5588
C: 3.1244 -1.0551 -1.2533
C: 5.7886 2.2499 4.6798
C: -3.9020 2.6567 0.1008
C: -2.3701 2.7240 -4.7532
C: -3.8893 -4.3892 -2.8607
C: -2.3688 2.5054 2.6191
C: -2.7570 1.0380 2.6589
C: 4.2399 3.2687 3.1409
C: -2.8092 3.5960 0.5530
C: 4.5838 0.1719 -4.5350
C: -1.5591 -3.5659 2.3055
C: 2.3364 1.0019 -4.3351
C: 4.4547 -0.4667 -3.3073
C: 3.7394 2.1671 0.3884
C: -4.3625 -3.0337 3.6193
C: 6.7350 3.2202 4.3707
C: 4.1552 0.7498 0.1112
C: -3.7229 -5.7298 -2.1460
C: 5.1886 4.2374 2.8387
C: -1.3909 2.1250 -2.6299
C: 4.5452 2.2753 4.0691
C: 1.8251 0.2201 0.4213
C: -0.1819 3.5241 -4.1829
C: -3.3831 -4.1250 4.0352
C: 6.4344 4.2151 3.4536
C: 3.2684 -0.3741 -2.5916
H: -3.8713 -2.0702 3.4655
H: 4.9489 5.0254 2.1322
H: -4.8917 -3.3026 2.7004
H: 5.5091 0.0908 -5.0896
H: -3.0080 -6.3557 -2.6883
H: 6.0174 1.4824 5.4075
H: 4.6770 0.3060 0.9616
H: 4.7927 0.6996 -0.7687
H: 1.2710 0.4224 -2.5636
H: 1.7588 3.5615 -2.5321
H: -2.7590 -3.7710 4.8607
H: 1.5054 1.5630 -4.7458
H: -2.9380 -3.9536 -3.1799
H: -1.5716 2.6676 3.3447
H: -4.4832 -4.5072 -3.7662
H: -4.4000 -3.6587 -2.2271
H: -3.9356 -4.9819 4.4237
H: 3.6266 1.4030 -6.0042
H: 4.0212 -1.6196 -0.9960
H: 3.2875 2.6242 -0.4962
H: -3.2306 3.1072 2.9096
H: 3.7997 1.5280 4.3215
H: -2.6542 -1.8522 1.6933
H: -1.1699 -5.7240 -1.0585
H: -3.1056 -5.0560 2.1159
H: -1.8489 -5.4274 3.2807
H: -4.6713 -6.2674 -2.1861
H: -2.2863 3.9509 -0.3371
H: 0.7034 4.0937 -4.4385
H: 2.0982 3.1121 3.1907
H: -3.2162 4.4576 1.0814
H: 4.6063 2.7501 0.6911
H: -1.5970 -3.5372 -1.6810
H: -1.5890 -5.4068 0.6034
H: 5.2818 -1.0466 -2.9124
H: -3.4019 -6.6391 -0.2297
H: 7.1652 4.9784 3.2206
H: -5.1136 -2.8690 4.3909
H: -5.6810 2.5609 -0.4989
H: 2.2763 -1.7296 -1.2295
H: -3.1968 2.6602 -5.4474
H: 2.7062 4.1935 1.9303
H: 7.7026 3.2048 4.8547
H: -1.1664 -2.9141 3.0888
H: -3.9933 -4.9956 -0.1284
H: -0.6954 -4.0138 1.8205